Density functional theory data (ωB97M-V/def2-TZVPD) for the molecule C9H15N3O6 in a non-equilibrium geometry.

Output
DFT total energy = -967.70774 Ha
orbital gap = 9.74 eV
SMILES = NC(=O)C[C@H](N)C(=O)N[C@@H](CCC(=O)O)C(=O)O
relative energy (zero: lowest compared OMol25 entry of this formula, charge and spin) = 39.4 kcal per mole

Atoms and positions in Å:
C (1.5841, -1.0252, -0.3388)
C (0.8839, 0.3028, -0.6788)
C (3.0701, -0.8881, -0.7513)
C (3.8245, -0.4317, 0.4428)
C (-1.3192, 1.2501, -0.8883)
C (-0.9185, 2.3011, 0.1938)
C (-2.6855, 0.7371, -0.5564)
C (-2.9511, -0.1416, 0.6620)
C (-2.9857, -1.6408, 0.3146)
H (1.3098, -3.0615, -0.2289)
H (-0.0315, -2.3438, -0.7791)
H (1.5717, -1.1034, 0.7715)
H (3.0930, -0.2216, -1.6059)
H (3.4418, -1.9298, -1.1016)
H (2.8123, 1.4113, 0.5634)
H (4.1486, 1.0845, 1.5803)
H (-0.8863, -0.8316, -0.8956)
H (-1.3108, 1.8045, -1.8008)
H (-3.0491, 0.2142, -1.5265)
H (-3.4612, 1.4686, -0.6334)
H (-3.8477, 0.1876, 1.1972)
H (-2.0628, -0.1192, 1.3089)
H (-3.6848, -3.2175, 1.0599)
H (-1.3424, 4.1078, 0.6978)
N (0.9853, -2.2957, -0.8325)
N (3.6834, 0.9176, 0.6941)
N (-0.4542, 0.0682, -0.8143)
O (1.3724, 1.3619, -0.8474)
O (4.4921, -1.1393, 1.1288)
O (-0.2881, 1.9939, 1.1589)
O (-2.3345, -2.2683, -0.5288)
O (-3.7637, -2.2759, 1.2622)
O (-1.6305, 3.4447, 0.0343)